Entry 1:
Computed, not measured: a 7-piece molecular cluster, H14O7 overall at a distorted geometry, with ωB97M-V/def2-TZVPD.

Output
Largest force on an atom = 1.53 eV/A
Orbital gap (alpha / beta) = 3.1748 / 10.8177 eV
Energy above the lowest of the compared OMol25 structures with the same formula, charge and spin = 5.16 kcal per mole
Multiplicity = 2
Charge = -1
Highest occupied orbital energy (alpha / beta) = 0.1 / -7.8 eV

Last column: natural (NBO) charge in e.
CARTESIAN COORDINATES (ANGSTROEM)
O  1.32  -1.53  0.89  -1.436
O  -2.67  0.26  1.99  -0.979
O  1.60  -0.72  -1.72  -1.025
O  2.97  1.58  -2.15  -0.979
O  -1.47  2.91  1.51  -0.974
O  -0.54  0.45  0.28  -1.061
O  -1.07  -2.21  -0.95  -0.982
H  2.24  2.17  -2.37  0.450
H  -0.81  -1.34  -0.66  0.474
H  -1.28  2.25  0.85  0.486
H  -2.00  0.18  1.31  0.485
H  1.57  -2.36  1.30  0.394
H  1.21  -1.29  -2.38  0.477
H  1.89  -0.88  1.30  0.327
H  -3.50  0.24  1.51  0.453
H  2.55  0.80  -1.79  0.495
H  1.35  -1.11  -0.88  0.494
H  -1.98  -2.30  -0.68  0.456
H  -1.34  2.45  2.34  0.470
H  0.02  -0.05  0.86  0.487
H  -0.06  0.48  -0.55  0.488


Entry 2:
Computed, not measured: C5H10O2 in the gas phase, with ωB97M-V/def2-TZVPD.

Output
Largest force on an atom = 0.30 eV/A
Orbital gap = 9.6619 eV
Energy above the lowest of the compared OMol25 structures with the same formula, charge and spin = 39.43 kcal per mole
Charge = 0
Highest occupied orbital energy = -8.7 eV

Last column: natural (NBO) charge in e.
CARTESIAN COORDINATES (ANGSTROEM)
O  -0.64  0.14  0.94  -0.524
O  -1.00  0.54  -1.33  -0.716
C  3.00  -0.18  -0.06  -0.626
C  0.72  0.10  0.88  0.126
C  -1.38  -0.21  -0.21  0.368
C  1.50  -0.31  -0.12  -0.294
C  -2.84  0.02  0.14  -0.637
H  -3.15  -0.61  0.98  0.221
H  3.33  0.29  0.87  0.207
H  -2.97  1.07  0.44  0.211
H  -3.47  -0.18  -0.73  0.220
H  1.07  -0.68  -1.04  0.215
H  1.14  0.49  1.81  0.181
H  3.36  0.45  -0.89  0.211
H  -0.98  1.47  -1.06  0.470
H  3.51  -1.15  -0.15  0.211
H  -1.18  -1.25  -0.48  0.154


Entry 3:
Computed, not measured: C21H30Cl3N2OSSi3Zr as an isolated structure, with ωB97M-V/def2-TZVPD.

Output
Largest force on an atom = 0.38 eV/A
Orbital gap = 7.9809 eV
Energy above the lowest of the compared OMol25 structures with the same formula, charge and spin = 0.90 kcal per mole
Charge = +1
Highest occupied orbital energy = -11.6 eV

Last column: natural (NBO) charge in e.
CARTESIAN COORDINATES (ANGSTROEM)
Zr  0.83  0.97  -0.68  2.296
Cl  5.17  -1.19  -0.36  0.068
Cl  1.61  2.20  1.71  0.109
Cl  6.39  1.49  4.15  0.056
S  0.46  2.64  -5.10  0.100
Si  -2.18  0.04  -1.03  1.737
Si  -0.76  -1.07  1.50  1.744
Si  0.10  -2.12  -1.34  1.738
O  2.62  0.32  -0.16  -0.856
N  -0.92  2.41  -0.23  -0.623
N  0.97  1.84  -2.51  -0.937
C  -3.77  -0.75  -0.46  -1.141
C  0.91  -1.24  2.36  -1.142
C  0.75  2.19  -3.63  0.227
C  -2.15  1.87  -0.46  -0.141
C  3.51  0.56  0.81  0.304
C  5.64  0.23  1.89  -0.213
C  1.02  -1.42  -2.83  -1.137
C  -3.28  2.68  -0.37  -0.229
C  1.37  -3.10  -0.39  -1.135
C  -1.27  -3.26  -1.90  -1.134
C  -1.89  4.55  0.17  -0.237
C  5.28  1.14  2.88  -0.032
C  4.75  -0.06  0.86  -0.079
C  -0.58  -0.63  -0.35  -2.019
C  -3.16  4.02  -0.04  -0.107
C  3.20  1.46  1.82  -0.077
C  4.05  1.78  2.86  -0.232
C  -2.25  0.19  -2.90  -1.131
C  -0.80  3.71  0.06  0.071
C  -1.70  -2.68  1.70  -1.137
C  -1.70  0.27  2.44  -1.133
H  -3.91  -0.73  0.62  0.248
H  6.60  -0.26  1.92  0.259
H  -2.21  -0.78  -3.40  0.251
H  -0.84  -4.07  -2.50  0.257
H  1.68  -3.94  -1.02  0.256
H  -1.75  5.59  0.42  0.246
H  -1.58  0.07  3.50  0.256
H  0.20  4.09  0.21  0.215
H  1.76  -1.28  1.69  0.240
H  -2.77  0.27  2.23  0.240
H  -2.68  -2.66  1.24  0.242
H  -1.32  1.27  2.26  0.227
H  3.77  2.48  3.63  0.256
H  -3.81  -1.79  -0.79  0.260
H  -1.47  0.81  -3.32  0.246
H  1.90  -0.82  -2.55  0.242
H  -1.83  -2.87  2.77  0.254
H  0.92  -2.18  2.93  0.260
H  -1.77  -3.71  -1.05  0.248
H  -4.25  2.25  -0.55  0.237
H  -4.62  -0.23  -0.92  0.252
H  2.27  -2.51  -0.18  0.247
H  -4.03  4.65  0.04  0.240
H  1.02  -3.52  0.55  0.243
H  1.07  -0.43  3.08  0.241
H  0.40  -0.82  -3.49  0.249
H  -1.15  -3.53  1.29  0.242
H  -3.21  0.65  -3.17  0.255
H  -2.03  -2.78  -2.52  0.237
H  1.43  -2.24  -3.42  0.272